This record from the Open Molecules 2025 dataset describes a molecular structure, C28H33BeI2N2O2Sb2. The level of theory is ωB97M-V/def2-TZVPD.

XYZ file:
```
70
Properties=species:S:1:pos:R:3:forces:R:3:lowdin_charge:R:1
H -1.0335 -5.1779 -0.1198 0.0 0.0 0.0 -0.03
H 3.4814 0.6551 -3.0644 0.0 0.0 0.0 0.07
C -5.2609 2.2041 3.6795 0.0 0.0 0.0 -0.07
H -0.3539 -0.6321 -3.5105 0.0 0.0 0.0 -0.01
Sb 2.5477 -0.1234 1.7072 0.0 0.1 0.0 1.41
O 0.0823 1.6226 -0.4133 0.0 0.0 0.0 -0.02
H -5.1431 2.0905 0.2991 0.0 0.0 0.0 0.12
Sb 1.6928 -0.6918 -1.7589 0.0 0.0 -0.1 1.36
H 3.2530 -2.8839 -2.0537 0.0 0.0 0.0 0.00
C -4.8803 1.8802 1.3300 0.0 0.0 0.0 -0.03
H -6.2081 -2.1241 -3.1915 0.0 0.0 0.0 0.11
H 6.5401 -0.0819 1.3131 0.0 0.0 0.0 0.11
O -2.3518 -1.7615 1.3889 0.0 0.0 0.1 0.04
C 0.4359 0.0793 -3.2803 0.0 0.0 0.0 -0.27
H -2.4602 2.3214 -0.2755 0.0 0.0 0.0 0.17
C -5.5701 2.5009 2.3576 0.0 0.0 0.0 -0.06
C -5.5882 -1.6121 -2.4674 0.0 0.0 0.0 -0.08
C -3.1001 0.3691 0.4404 0.0 0.0 0.0 -0.26
C 3.2363 0.7711 -2.0052 0.0 0.0 0.1 -0.28
C 6.2056 0.4979 0.4604 0.0 0.0 0.0 -0.05
C -3.8011 -0.0835 -1.9616 0.0 0.0 0.0 -0.06
C -3.5628 0.6700 2.9332 0.0 0.0 0.0 -0.01
C -5.0105 -1.1483 -0.1781 0.0 0.0 0.0 -0.02
C 2.8013 1.9717 1.5377 0.0 0.0 0.0 -0.24
H -6.5717 -2.4854 -0.7701 0.0 0.0 0.0 0.11
H -5.1717 -1.3038 0.8810 0.0 0.0 0.0 0.13
C -4.0091 -0.2795 -0.6029 0.0 0.0 0.0 -0.17
C 3.2114 -0.4889 3.6920 0.0 0.0 0.0 -0.29
N -0.8311 -0.2988 0.4729 -0.1 0.2 0.1 0.02
H 3.0889 -2.0697 -3.6202 0.0 0.0 0.0 0.02
C -2.0798 -0.7077 0.8597 0.1 -0.1 -0.1 -0.44
C 7.0034 1.5196 -0.0176 0.0 0.0 0.0 -0.07
C 5.3632 1.9410 -1.7017 0.0 0.0 0.0 -0.05
H -1.9394 -3.8504 0.7280 0.0 0.0 0.0 -0.04
I 0.6485 -3.4372 0.9653 -0.1 0.0 0.0 1.03
H 3.8360 2.1951 1.2839 0.0 0.0 0.0 0.02
H -3.0237 0.5908 -2.2959 0.0 0.0 0.0 0.11
Be 0.6237 -0.9814 0.4533 0.0 -0.2 0.0 -0.31
H 5.0318 2.5160 -2.5589 0.0 0.0 0.0 0.12
C 4.1803 -0.9094 0.5326 0.0 0.0 0.0 -0.31
H 1.0168 0.2749 -4.1803 0.0 0.0 0.0 0.02
H -4.0247 1.0466 4.9914 0.0 0.0 0.0 0.11
H -4.4378 -0.5746 -3.9491 0.0 0.0 0.0 0.11
H 2.5493 2.4241 2.4954 0.0 0.0 0.0 0.02
H 2.1266 2.3403 0.7689 0.0 0.0 0.0 0.00
C -5.7938 -1.8133 -1.1074 0.0 0.0 0.0 -0.06
C 2.5564 -2.3828 -2.7236 0.0 0.0 0.0 -0.28
C 6.5753 2.2510 -1.1144 0.0 0.0 0.0 -0.07
H 0.0035 1.0062 -2.9099 0.0 0.0 0.0 0.01
C -1.1578 -4.1124 0.0268 0.0 0.0 0.0 -1.04
H 2.5356 -0.0039 4.3934 0.0 0.0 0.0 0.01
H 7.9503 1.7376 0.4574 0.0 0.0 0.0 0.11
H 1.7668 -3.0812 -2.9968 0.0 0.0 0.0 -0.01
H 3.2312 -1.5578 3.8938 0.0 0.0 0.0 0.01
C -0.9049 0.9881 -0.0603 0.0 -0.1 -0.1 -0.55
H -2.7981 -0.0574 3.1707 0.0 0.0 0.0 0.11
N -2.2020 1.3564 -0.1494 0.0 0.1 0.1 0.18
H 3.7581 -1.6219 -0.1754 0.0 0.0 0.0 0.01
I -1.5814 -3.1835 -1.8156 0.0 0.0 0.0 0.91
H 7.1800 3.0546 -1.5121 0.0 0.0 0.0 0.11
H 2.6855 1.7133 -1.9323 0.0 0.0 0.0 0.07
H -6.3555 3.2085 2.1279 0.0 0.0 0.0 0.11
H -5.8054 2.6811 4.4834 0.0 0.0 0.0 0.11
C -4.2614 1.2887 3.9638 0.0 0.0 0.0 -0.06
H 4.8114 -1.4843 1.2098 0.0 0.0 0.0 0.07
C -3.8675 0.9658 1.6117 0.0 0.0 -0.1 -0.15
C 4.5382 0.9152 -1.2299 0.0 0.0 -0.1 -0.25
C -4.5954 -0.7448 -2.8917 0.0 0.0 0.0 -0.09
C 4.9768 0.1778 -0.1254 0.0 0.0 0.0 -0.30
H 4.2116 -0.0757 3.8104 0.0 0.0 0.0 0.02
```
Forces are in eV/Å.

Summary:
**Multiplicity**: 1
**HOMO energy**: -11.26 eV
**Total charge**: +1
**Molecular weight**: 935.92 g/mol